No. 1
15
Properties=species:S:1:pos:R:3:nbo_charge:R:1 method="wB97M-V/def2-TZVPD" e_tot_ev=-9405.3657 gap_ev=8.67 relative_energy_kj_mol=430.9 charge=0
O -1.338 1.030 0.542 -0.72
C -1.488 -0.202 -0.127 -0.07
C -0.120 -0.822 -0.321 -0.30
C 1.284 -0.297 1.399 -0.24
C 1.667 0.562 0.291 0.45
O 2.484 1.456 0.401 -0.56
C 0.939 0.085 -0.952 -0.53
H -2.194 1.472 0.572 0.48
H -2.135 -0.893 0.437 0.17
H -1.935 -0.064 -1.125 0.17
H -0.216 -1.798 -0.808 0.24
H 0.600 0.183 2.110 0.20
H 0.331 -1.182 0.702 0.22
H 0.505 0.925 -1.500 0.25
H 1.617 -0.454 -1.621 0.24

=====

No. 2
15
Properties=species:S:1:pos:R:3:nbo_charge:R:1 method="wB97M-V/def2-TZVPD" e_tot_ev=-9402.6697 gap_ev=8.51 relative_energy_kj_mol=691.1 charge=0
C -1.211 0.693 0.796 -0.31
C -0.152 -0.197 0.583 0.11
O 0.573 -0.527 1.731 -0.71
C -0.161 -1.362 -0.492 -0.40
C 0.853 -0.704 -1.399 -0.04
O 0.251 0.560 -1.760 -0.49
C 0.882 0.500 -0.552 0.19
H -1.942 0.870 0.012 0.22
H -1.463 1.004 1.805 0.23
H -0.232 2.116 0.508 -0.01
H 1.441 -0.106 1.644 0.48
H 0.178 -2.282 -0.010 0.24
H -1.142 -1.494 -0.954 0.23
H 1.594 -1.123 -2.068 0.21
H 0.531 2.052 0.156 0.06